{"formula": "C10H16O", "method": "ωB97M-V/def2-TZVPD", "total_energy_ha": -465.84309, "smiles": "Cc1ccc(O)cc1.CCC", "e_above_lowest_ev": 1.4887, "largest_force_ev_per_a": 3.23, "e_lumo_ha": 0.0314, "orbital_gap_ev": 9.80, "e_homo_ev": -8.94, "symbols": ["O", "C", "C", "C", "C", "C", "C", "C", "C", "C", "C", "H", "H", "H", "H", "H", "H", "H", "H", "H", "H", "H", "H", "H", "H", "H", "H"], "coordinates": [[-2.20920, 1.53122, 2.80669], [0.19337, 1.48781, 2.54661], [1.14499, -0.48138, 1.33620], [-0.83335, 0.58012, -3.04013], [-1.41575, 0.03063, -1.68481], [-0.10619, -1.10231, 1.31705], [1.22593, 0.67592, 2.07123], [2.31590, -1.26299, 0.82000], [0.45428, -0.20125, -3.30105], [-1.04456, 0.87928, 2.36612], [-1.18433, -0.39964, 1.84771], [-0.64254, 1.66132, -2.93243], [-2.06441, -0.79920, -1.93148], [-2.21242, 1.38163, 3.75108], [2.15574, -1.60911, -0.20225], [-0.54430, -0.29303, -1.12279], [-2.19066, -0.80973, 1.91794], [-1.93835, 0.79359, -1.10181], [-1.58925, 0.54049, -3.82809], [3.19165, -0.59174, 0.83754], [0.66479, -0.37966, -4.36364], [2.65558, -2.12066, 1.42175], [2.23310, 1.10448, 2.11524], [0.32648, 2.45356, 2.99426], [0.32489, -1.17952, -2.85022], [-0.20791, -2.13545, 0.96267], [1.29653, 0.24561, -2.75342]], "mulliken_charge": [-0.5422, -0.7583, 0.6841, -0.2748, -0.7307, -0.2946, -0.2555, -1.4145, -1.0849, 0.3993, -0.4992, 0.2586, 0.3228, 0.3349, 0.2992, -0.0505, 0.3328, 0.3466, 0.3088, 0.3585, 0.3358, 0.3028, 0.2120, 0.4660, 0.3128, 0.3658, 0.2646]}